No. 1
This record from OMol25 describes a cluster of 2 separate species, CH4N2OS in total at a distorted geometry. The level of theory is ωB97M-V/def2-TZVPD.

Values from the calculation:
HOMO energy (spin up / spin down) ... -8.53 / -8.53 eV
Gap between HOMO and LUMO (spin up / spin down) ... 8.40 / 8.40 eV
Energy relative to the best compared isomer or geometry (same formula, charge and spin) ... 587.87 kJ/mol

```
! RIJCOSX wB97M-V def2-TZVPD def2/J DEFGRID3
* xyz 0 1
C 0.90721 0.77180 0.45710
N -1.45045 -0.88904 0.08976
N -1.18016 0.44753 0.00266
O 3.17561 0.24022 -0.33087
S 1.77370 -0.05166 -0.59962
H 0.90675 1.58932 1.04600
H -1.67145 -1.30259 0.98545
H -1.04090 -1.46969 -0.60213
H -1.42033 0.66411 -1.04835
*
```

No. 2
This record from OMol25 describes a cluster of 2 separate species, CH4N2OS in total at a distorted geometry. The level of theory is ωB97M-V/def2-TZVPD.

Values from the calculation:
HOMO energy ... -9.31 eV
Gap between HOMO and LUMO ... 9.40 eV
Energy relative to the best compared isomer or geometry (same formula, charge and spin) ... 306.16 kJ/mol

```
! RIJCOSX wB97M-V def2-TZVPD def2/J DEFGRID3
* xyz 0 1
C 2.38313 -0.07020 -0.03026
N 1.82655 0.95228 -0.19815
N -0.62511 -0.39175 -0.28990
O 3.03759 -0.95935 0.27886
S -2.08808 -0.44601 0.33521
H -1.97195 0.38448 1.52968
H 0.81358 1.14299 -0.29731
H -0.62865 -1.19399 -0.86532
H -2.74704 0.58154 -0.46282
*
```

No. 3
This record from OMol25 describes the molecule CH4N2OS2 at a distorted geometry. The level of theory is ωB97M-V/def2-TZVPD.

Values from the calculation:
HOMO energy ... -8.64 eV
Gap between HOMO and LUMO ... 8.89 eV
Energy relative to the best compared isomer or geometry (same formula, charge and spin) ... 180.38 kJ/mol

```
! RIJCOSX wB97M-V def2-TZVPD def2/J DEFGRID3
* xyz 0 1
O 0.03438 0.94074 -2.13769
N 0.21384 0.14070 -1.06214
C -0.16802 0.53855 0.19039
S -0.86030 2.09005 0.47576
N 0.00074 -0.32384 1.20440
S 0.94885 -1.81236 1.17303
H -0.59252 1.60168 -1.85659
H 0.69951 -0.68523 -1.36015
H -0.08558 0.08499 2.12035
H -0.19090 -2.57527 1.25264
*
```

No. 4
This record from OMol25 describes a structure of composition CH4N2P2 at a distorted geometry. The level of theory is ωB97M-V/def2-TZVPD.

Values from the calculation:
HOMO energy ... -8.16 eV
Gap between HOMO and LUMO ... 7.63 eV
Energy relative to the best compared isomer or geometry (same formula, charge and spin) ... 201.50 kJ/mol

```
! RIJCOSX wB97M-V def2-TZVPD def2/J DEFGRID3
* xyz 0 1
C -1.50565 -0.54949 0.55152
N -2.18037 -1.30998 -0.02359
N 0.36427 1.26270 -0.10613
P 2.42624 -0.82258 0.19164
P 0.58622 -0.34345 -0.62665
H -2.55464 -2.11755 -0.47275
H -0.50567 1.34870 0.23240
H 0.72277 2.11608 -0.65861
H 2.64683 0.41558 0.91217
*
```

No. 5
This record from OMol25 describes the molecule CH4N2P2 at a distorted geometry. The level of theory is ωB97M-V/def2-TZVPD.

Values from the calculation:
HOMO energy (spin up / spin down) ... -8.62 / -8.62 eV
Gap between HOMO and LUMO (spin up / spin down) ... 7.93 / 7.93 eV
Energy relative to the best compared isomer or geometry (same formula, charge and spin) ... 238.65 kJ/mol

```
! RIJCOSX wB97M-V def2-TZVPD def2/J DEFGRID3
* xyz 0 1
C -0.70078 -1.36849 -0.01143
N 2.11500 -1.12072 0.79965
N -2.43822 0.78132 0.12522
P 0.94418 -0.90518 -0.20490
P -2.27385 -0.95162 0.13979
H 2.96753 -1.02452 0.40864
H -3.34535 1.33036 -0.05187
H -1.74729 1.48344 0.56790
H 1.18592 -1.25154 -1.49802
*
```

No. 6
This record from OMol25 describes a cluster of 2 separate species, CH4N2S2 in total at a distorted geometry. The level of theory is ωB97M-V/def2-TZVPD.

Values from the calculation:
HOMO energy ... -8.15 eV
Gap between HOMO and LUMO ... 8.13 eV
Energy relative to the best compared isomer or geometry (same formula, charge and spin) ... 210.50 kJ/mol

```
! RIJCOSX wB97M-V def2-TZVPD def2/J DEFGRID3
* xyz 0 1
N -2.21940 0.45518 1.69514
S -0.95708 0.06246 0.45605
H -2.29153 1.41595 2.02076
H -3.17919 0.16497 1.54064
H -1.73195 -0.26316 2.26550
N 0.74493 -1.61603 2.60787
C 0.89787 -0.40431 2.54136
S 1.53376 0.99496 2.74448
H 0.11571 -2.12673 2.06662
*
```

No. 7
This record from OMol25 describes a cluster of 2 separate species, CH4N2S2 in total at a distorted geometry. The level of theory is ωB97M-V/def2-TZVPD.

Values from the calculation:
HOMO energy ... -8.06 eV
Gap between HOMO and LUMO ... 8.30 eV
Energy relative to the best compared isomer or geometry (same formula, charge and spin) ... 119.77 kJ/mol

```
! RIJCOSX wB97M-V def2-TZVPD def2/J DEFGRID3
* xyz 0 1
N 1.43157 -0.79189 0.15414
S 1.45853 1.06496 0.11526
H 0.44043 -1.09649 0.18355
H 1.88781 -1.14559 -0.68811
H 1.93048 -1.08824 0.99267
N -2.02478 1.52133 -0.31125
C -1.81568 0.36529 -0.12429
S -1.82263 -1.18045 0.09260
H -1.48572 2.35107 -0.41457
*
```

No. 8
This record from OMol25 describes a structure of composition CH4N2S2 at a distorted geometry. The level of theory is ωB97M-V/def2-TZVPD.

Values from the calculation:
HOMO energy (spin up / spin down) ... -8.54 / -8.54 eV
Gap between HOMO and LUMO (spin up / spin down) ... 8.18 / 8.18 eV
Energy relative to the best compared isomer or geometry (same formula, charge and spin) ... 386.26 kJ/mol

```
! RIJCOSX wB97M-V def2-TZVPD def2/J DEFGRID3
* xyz 0 1
C -0.08320 -1.15442 -0.26160
N 0.84766 -0.05237 -0.29008
N 0.65348 -0.64420 0.88985
S -0.43182 2.27533 0.23182
S -0.75608 1.02646 1.75847
H -1.11266 -0.74121 -0.56022
H 0.19860 -2.16544 -0.36016
H 1.83595 -0.15374 -0.55321
H -1.15193 1.60960 -0.85488
*
```